1.
Here is a cluster of 2 separate species, C4H8F2N in total in a non-equilibrium geometry from the Open Molecules 2025 dataset. Energies are from the ωB97M-V functional and the def2-TZVPD basis.

Values from the calculation:
* total charge: +1
* relative energy (zero: lowest compared OMol25 entry of this formula, charge and spin): 4.132 eV
* energy: -411.27328 Ha

The geometry in XYZ format:
```
15
Properties=species:S:1:pos:R:3:forces:R:3:lowdin_charge:R:1
C -0.91966 -0.59411 -1.38381 -0.06 1.70 -1.24 0.10
C -1.66679 -1.42887 -2.22458 3.08 2.55 2.31 -0.16
C -0.47834 0.19492 0.57922 -0.47 -2.63 -3.97 -0.41
C 0.35560 1.45970 0.38854 -0.95 0.24 0.85 -0.01
N 0.33272 -0.99277 1.04766 3.83 1.77 -1.37 0.20
F -1.42991 -1.40386 -3.55375 -0.41 0.11 1.43 0.04
F -1.52791 0.31673 1.35529 0.02 0.23 0.18 0.12
H -0.39644 0.21267 -1.97618 -0.23 -1.00 0.77 0.07
H -2.29679 -2.17557 -1.85905 -1.16 -1.19 -0.05 0.09
H -0.48854 2.13297 0.09230 1.07 0.21 0.57 0.12
H 1.11953 1.53320 -0.41084 -0.57 -0.74 0.39 0.10
H 0.85638 1.72627 1.39251 -1.01 -0.07 -1.42 0.13
H 0.89744 -0.64624 1.87116 -0.72 -0.89 -0.47 0.18
H 1.10525 -1.02409 0.21581 -2.28 -0.71 2.31 0.24
H -0.10531 -1.90434 1.23083 -0.13 0.42 -0.30 0.18
```
Positions in Å, forces in eV/Å.

***

2.
Here is the molecule C21H30N6O3S from the Open Molecules 2025 dataset. Energies are from the ωB97M-V functional and the def2-TZVPD basis.

Values from the calculation:
* SMILES: O=C(NCCN1CCN(c2ccccc2)CC1)[C@@H]1CCCN(S(=O)(=O)c2cnc[nH]2)C1
* total charge: 0
* energy: -1770.66931 Ha

The geometry in XYZ format:
```
61
Properties=species:S:1:pos:R:3:forces:R:3:lowdin_charge:R:1
O -4.74731 -0.68980 -0.89727 -0.40 -0.01 -0.24 0.08
C -3.66589 -0.52221 -0.37497 0.33 0.38 0.36 -0.47
N -2.74403 -1.48638 -0.20114 0.29 -0.36 0.12 0.07
C -2.80893 -2.84167 -0.69022 -0.10 -0.06 -0.09 -0.15
C -1.79115 -3.66515 0.11634 -0.21 0.13 -0.13 -0.17
N -0.56435 -2.91099 0.23886 0.16 -0.19 0.18 -0.20
C 0.17375 -3.01470 1.47479 0.24 0.15 0.10 -0.16
C 1.05297 -1.77115 1.58175 -0.17 -0.03 0.33 -0.14
N 1.89659 -1.63877 0.40666 -0.37 -0.08 -0.13 -0.08
C 2.95481 -0.76051 0.43260 0.35 0.15 0.03 -0.24
C 2.94301 0.32501 1.32140 -0.04 -0.09 0.08 -0.04
C 3.97743 1.23801 1.34061 0.09 -0.01 0.03 -0.10
C 5.06120 1.10428 0.48872 0.15 0.09 -0.02 -0.12
C 5.09155 0.03122 -0.38422 0.07 0.05 0.07 -0.10
C 4.06418 -0.89028 -0.41224 -0.05 -0.19 -0.01 -0.04
C 1.76589 -2.67112 -0.58799 0.00 -0.20 -0.08 -0.15
C 0.29274 -2.93857 -0.93259 0.09 0.11 -0.26 -0.15
C -3.14267 0.81921 0.13560 -0.38 0.03 -0.26 -0.23
C -4.21326 1.87014 0.41128 0.15 -0.14 0.17 -0.14
C -3.52394 3.13099 0.93515 -0.02 -0.02 -0.27 -0.16
C -2.47372 3.63046 -0.05967 -0.16 0.52 0.53 -0.19
N -1.53988 2.59517 -0.45874 0.80 -0.03 0.55 -0.23
S -0.22888 2.29696 0.52695 0.27 -0.11 -0.82 0.70
O 0.16751 3.52545 1.15334 -0.07 0.21 -0.09 -0.28
O -0.42343 1.13962 1.35983 -0.06 0.08 -0.22 -0.29
C 1.01753 1.93826 -0.67920 -0.40 0.01 0.31 -0.30
C 1.27113 0.96556 -1.61165 -0.40 0.09 0.30 -0.13
N 2.40562 1.26031 -2.28634 0.23 -0.21 -0.42 0.09
C 2.84783 2.38072 -1.78095 -0.03 0.11 0.09 -0.18
N 2.03626 2.83957 -0.80758 -0.07 0.30 0.07 0.09
C -2.17435 1.37985 -0.91574 0.00 -0.51 0.05 -0.15
H -1.84840 -1.26913 0.22246 -0.08 0.10 -0.02 0.12
H -3.82215 -3.22960 -0.56670 0.09 -0.03 -0.06 0.12
H -2.56125 -2.87155 -1.75885 -0.08 -0.07 0.04 0.12
H -2.19049 -3.83064 1.11870 0.01 -0.01 -0.02 0.12
H -1.64527 -4.64584 -0.36451 -0.01 0.06 0.07 0.12
H 0.78012 -3.93359 1.54242 -0.07 0.03 0.06 0.13
H -0.52951 -3.01682 2.30981 0.06 0.00 -0.03 0.13
H 0.40162 -0.89300 1.66769 0.09 -0.21 0.12 0.09
H 1.67466 -1.83453 2.48465 -0.02 0.02 -0.02 0.13
H 2.10255 0.47835 1.97763 -0.12 -0.02 0.08 0.10
H 3.93117 2.06811 2.03194 -0.02 0.06 0.07 0.11
H 5.86940 1.81981 0.50950 0.08 0.06 0.01 0.09
H 5.93195 -0.09853 -1.05062 0.06 -0.02 -0.07 0.10
H 4.14219 -1.72068 -1.09538 -0.03 -0.08 -0.06 0.10
H 2.26455 -2.35005 -1.50299 -0.02 -0.09 0.05 0.12
H 2.24131 -3.60841 -0.25576 0.01 0.08 -0.14 0.13
H 0.23361 -3.91297 -1.44638 0.01 0.08 0.02 0.12
H -0.06240 -2.17531 -1.63540 0.07 -0.07 -0.10 0.11
H -2.57387 0.64293 1.05291 -0.09 -0.03 -0.12 0.13
H -4.92684 1.49435 1.14569 -0.06 0.00 -0.06 0.12
H -4.76184 2.08403 -0.50800 -0.08 -0.02 -0.02 0.12
H -4.25384 3.92250 1.11071 0.03 0.03 0.06 0.12
H -3.02863 2.90375 1.88218 -0.02 0.06 0.09 0.12
H -1.87804 4.43329 0.37611 -0.20 0.12 -0.12 0.11
H -2.95880 3.99657 -0.97066 0.08 -0.02 0.03 0.13
H 0.71902 0.07553 -1.83060 -0.22 -0.21 0.04 0.09
H 3.74170 2.87852 -2.09667 0.19 0.19 0.05 0.12
H 2.12237 3.65371 -0.21890 0.13 0.00 -0.08 0.15
H -1.37780 0.66817 -1.13321 -0.16 -0.15 -0.20 0.10
H -2.71525 1.60159 -1.84111 0.08 -0.04 0.00 0.15
```
Positions in Å, forces in eV/Å.

***

3.
Here is a structure of composition C5H8N in a non-equilibrium geometry from the Open Molecules 2025 dataset. Energies are from the ωB97M-V functional and the def2-TZVPD basis.

Values from the calculation:
* total charge: +1
* relative energy (zero: lowest compared OMol25 entry of this formula, charge and spin): 3.731 eV
* energy: -249.68803 Ha

The geometry in XYZ format:
```
14
Properties=species:S:1:pos:R:3:forces:R:3:lowdin_charge:R:1
C -1.72255 -0.59400 -0.00232 -0.52 0.43 1.81 0.11
C -0.80167 -1.57332 -0.35683 -1.17 -1.05 -1.31 0.07
C -0.96179 0.60006 -0.49613 3.20 -1.19 1.91 -0.24
C 0.11668 -0.55769 -0.50937 -1.10 0.10 -0.19 -0.15
C 1.51600 -0.50871 -0.15288 1.15 -1.14 0.49 -0.01
N -0.37251 1.48042 0.47005 -1.38 -3.50 1.54 0.12
H -2.50874 -0.40869 0.80732 0.97 -1.10 -1.18 0.17
H -0.72773 -2.66416 -0.52436 -0.31 0.78 0.84 0.16
H -1.23177 0.93803 -1.46228 -0.15 0.80 -0.65 0.16
H 1.63905 -0.92577 0.88635 -0.08 -0.01 -0.97 0.13
H 1.85132 0.53607 -0.00752 0.25 -0.63 -0.97 0.10
H 2.04376 -1.27779 -0.87259 -0.54 1.83 1.30 0.16
H -0.38112 2.37047 0.19153 -0.01 4.41 -0.60 0.05
H -0.38212 1.28977 1.50917 -0.32 0.27 -1.99 0.16
```
Positions in Å, forces in eV/Å.

***

4.
Here is a structure of composition C42H32NO3P2Y from the Open Molecules 2025 dataset. Energies are from the ωB97M-V functional and the def2-TZVPD basis.

Values from the calculation:
* total charge: +2
* energy: -2620.85896 Ha

The geometry in XYZ format:
```
81
Properties=species:S:1:pos:R:3:forces:R:3:lowdin_charge:R:1
Y 0.89438 0.14064 0.04638 0.21 -0.17 -0.06 1.47
O -1.53235 -0.49280 -0.15762 0.04 0.06 -0.06 -0.19
C -2.30758 -0.41605 -1.34258 0.02 -0.03 -0.18 -0.25
C -3.67556 -0.22945 -1.30875 0.03 0.00 0.11 0.01
C -4.38237 -0.18899 -2.50411 0.01 0.00 -0.05 -0.03
C -3.73186 -0.33103 -3.71804 -0.04 0.01 0.03 -0.04
C -2.35570 -0.48051 -3.73900 0.07 0.02 0.03 -0.04
C -1.61911 -0.52312 -2.55575 -0.09 0.02 0.04 -0.29
P 0.18985 -0.50484 -2.58943 0.03 0.27 0.22 1.03
C 0.75183 -2.19344 -2.22285 -0.13 -0.06 -0.03 -0.41
C -0.13000 -3.18601 -1.78829 0.02 0.00 -0.02 -0.08
C 0.34397 -4.46094 -1.50916 0.01 -0.01 0.00 -0.06
C 1.69279 -4.75118 -1.66285 0.00 0.00 0.03 -0.06
C 2.57702 -3.76238 -2.07797 0.04 0.01 0.01 -0.06
C 2.11498 -2.48458 -2.34647 0.02 0.02 -0.01 -0.10
C 0.74243 -0.04178 -4.22851 0.02 -0.19 -0.06 -0.40
C 1.02190 1.29732 -4.49186 0.01 0.04 -0.01 -0.09
C 1.42034 1.67646 -5.76404 0.00 0.03 0.00 -0.05
C 1.54924 0.72377 -6.76479 -0.01 -0.01 0.02 -0.04
C 1.27916 -0.61380 -6.50114 0.01 0.02 -0.02 -0.05
C 0.87462 -1.00079 -5.23504 -0.02 0.00 0.01 -0.09
C -2.22618 -0.59029 1.07484 0.01 0.09 0.11 -0.29
C -2.99557 -1.71362 1.32417 0.03 0.03 -0.07 0.00
C -3.66919 -1.80702 2.53081 0.01 0.04 0.04 -0.02
C -3.55809 -0.79313 3.47748 -0.01 -0.03 -0.01 -0.03
C -2.74587 0.29862 3.23261 0.01 0.06 0.00 -0.05
C -2.06503 0.42701 2.01907 0.04 -0.19 -0.18 -0.29
P -0.75038 1.64905 1.74920 0.17 0.08 0.07 1.05
C -1.39406 3.30824 1.51764 -0.16 -0.09 0.04 -0.38
C -2.74728 3.60047 1.66916 -0.01 0.00 0.00 -0.07
C -3.19597 4.89576 1.46054 0.02 0.03 -0.01 -0.05
C -2.29874 5.89451 1.10864 -0.01 -0.03 0.01 -0.05
C -0.94921 5.60202 0.95554 0.00 0.03 0.00 -0.06
C -0.49392 4.30920 1.14972 0.04 0.00 -0.03 -0.11
C 0.22618 1.56591 3.27578 -0.08 0.01 0.01 -0.37
C 0.63317 2.68966 3.98425 0.00 0.02 -0.07 -0.06
C 1.50516 2.54847 5.05572 0.02 -0.01 0.02 -0.04
C 1.97342 1.29522 5.42013 -0.01 0.00 -0.01 -0.05
C 1.56039 0.16745 4.72091 0.04 0.00 0.01 -0.06
C 0.69220 0.30356 3.65153 -0.01 -0.09 -0.02 -0.13
H -4.20069 -0.11056 -0.37251 0.00 -0.02 0.01 0.13
H -5.45306 -0.04039 -2.47576 -0.01 0.00 0.01 0.12
H -4.28819 -0.30571 -4.64416 0.00 0.01 0.00 0.12
H -1.83542 -0.54436 -4.68613 0.00 0.00 0.00 0.11
H -1.19139 -2.97958 -1.71792 0.00 0.01 0.00 0.11
H -0.34720 -5.23467 -1.20257 0.00 -0.01 0.01 0.12
H 2.05527 -5.75226 -1.47120 0.00 -0.01 0.00 0.12
H 3.62664 -3.98957 -2.20806 0.00 -0.01 0.00 0.12
H 2.80888 -1.72833 -2.70036 -0.02 0.01 0.01 0.12
H 0.93277 2.04672 -3.71368 -0.01 -0.03 0.01 0.10
H 1.63779 2.71536 -5.96975 0.01 0.00 -0.01 0.12
H 1.86737 1.02291 -7.75418 0.00 0.00 -0.01 0.12
H 1.38416 -1.35371 -7.28266 0.00 0.00 0.00 0.12
H 0.66696 -2.04470 -5.03150 0.00 0.00 0.01 0.12
H -3.07671 -2.48783 0.57218 -0.03 -0.01 0.00 0.14
H -4.28040 -2.67454 2.73834 0.00 -0.01 -0.02 0.12
H -4.08704 -0.86965 4.41719 0.00 -0.01 0.00 0.12
H -2.61658 1.05583 3.99641 0.02 0.01 0.00 0.13
H -3.45367 2.82759 1.94524 0.02 -0.02 0.01 0.10
H -4.24645 5.12400 1.57663 -0.01 0.01 0.00 0.12
H -2.65104 6.90457 0.95086 -0.01 0.01 0.00 0.12
H -0.25140 6.38062 0.67969 0.00 0.01 0.00 0.12
H 0.56120 4.08752 1.02433 -0.01 -0.02 0.00 0.11
H 0.28014 3.67323 3.70208 -0.01 0.00 0.01 0.11
H 1.82043 3.42436 5.60603 0.00 0.00 0.00 0.12
H 2.65398 1.19421 6.25414 0.00 0.00 0.01 0.12
H 1.90512 -0.81511 5.01611 0.00 0.00 0.01 0.11
H 0.33873 -0.59534 3.14387 0.00 0.05 0.01 0.10
O 4.37367 1.47000 1.84018 0.11 -0.18 0.00 0.15
C 3.58992 0.75813 1.28485 0.03 0.16 0.12 -0.55
O 2.65553 1.15322 0.43542 -0.35 0.06 -0.22 -0.22
C 3.53115 -0.73867 1.53644 0.15 0.06 0.10 -0.18
C 4.52571 -1.39138 2.23684 -0.02 -0.02 -0.01 0.04
C 4.39807 -2.75653 2.45147 -0.02 0.03 -0.01 0.00
C 3.27636 -3.41672 1.96896 -0.07 0.03 -0.04 -0.02
C 2.31978 -2.69016 1.28311 0.09 -0.08 0.04 -0.11
N 2.44432 -1.37449 1.06491 -0.23 -0.02 0.03 -0.01
H 5.37172 -0.82365 2.59776 -0.01 0.03 -0.01 0.14
H 5.16237 -3.29923 2.99141 0.00 0.00 0.00 0.13
H 3.13839 -4.47816 2.11701 0.01 0.00 0.01 0.12
H 1.43379 -3.17056 0.88311 -0.01 -0.01 -0.01 0.11
```
Positions in Å, forces in eV/Å.

***

5.
Here is a structure of composition C16H33AgF9NbO2S in a non-equilibrium geometry from the Open Molecules 2025 dataset. Energies are from the ωB97M-V functional and the def2-TZVPD basis.

Values from the calculation:
* total charge: 0
* energy: -2280.43446 Ha

The geometry in XYZ format:
```
63
Properties=species:S:1:pos:R:3:forces:R:3:lowdin_charge:R:1
C -6.28549 0.81005 -0.16668 0.01 -0.07 0.03 -0.13
O -6.35793 1.02520 -1.54852 0.01 0.12 -0.44 -0.19
C -5.08655 1.31807 -2.11811 -0.08 -0.25 0.50 -0.22
C -4.34166 0.04101 -2.51330 0.12 0.28 -0.11 -0.16
C -2.82157 0.09110 -2.25533 -0.84 0.10 0.11 -0.19
C -2.40432 -0.87496 -1.16602 0.47 -0.07 -0.27 -0.24
C -0.89237 -1.04729 -1.04328 -0.69 0.11 0.10 -0.20
C -0.50618 -2.11007 -0.02289 0.79 0.66 -0.12 -0.29
C 0.10218 -3.37203 -0.58150 -0.80 -0.70 0.16 -0.27
C 0.75893 -4.21185 0.49651 -0.27 0.35 0.64 -0.33
C 1.81869 -3.48558 1.33213 -0.51 -0.17 -1.11 -0.39
Nb 3.30311 -2.04907 0.34770 1.67 1.60 2.61 1.37
O 3.63183 -1.17539 2.14927 -0.21 -1.12 -1.43 -0.45
C 4.57191 -0.63706 -0.89386 -1.31 0.46 0.23 -0.39
C 4.80911 0.75599 -0.25769 0.34 -0.01 -0.50 -0.31
C 3.73724 1.79233 -0.55462 -0.47 -0.21 0.30 -0.19
C 2.46366 1.59515 0.28619 0.14 0.79 -0.10 -0.12
C 1.91018 2.89862 0.83544 0.29 -0.55 -0.20 -0.46
F 2.73574 3.42121 1.77793 -0.02 -0.04 -0.25 0.11
F 1.75733 3.82768 -0.15362 0.04 -0.15 0.32 0.11
C 0.49831 2.63587 1.44394 -0.75 -0.35 -0.40 -0.38
F 0.47894 1.45356 2.13179 0.03 1.15 -0.60 0.09
F -0.37219 2.52733 0.39076 0.58 -0.17 1.00 0.09
S -0.15781 3.99657 2.61269 -0.41 -0.42 0.24 0.77
F -1.36693 4.37991 1.66012 0.12 -0.04 -0.13 -0.14
F 0.74111 5.07713 1.91062 0.04 0.16 -0.05 -0.11
F 0.99595 3.63815 3.62887 0.10 -0.08 0.09 -0.12
F -1.11883 2.93666 3.34182 0.08 0.09 -0.12 -0.15
F -0.65475 5.09437 3.62649 -0.08 0.08 0.07 -0.11
H -6.24934 1.75020 0.38232 -0.01 0.21 0.10 0.09
H -5.40280 0.23126 0.11538 0.14 -0.18 -0.01 0.07
H -7.16529 0.25277 0.12904 -0.21 -0.05 0.10 0.09
H -4.50243 1.87217 -1.38182 0.15 0.18 0.08 0.11
H -5.24417 1.96975 -2.96694 -0.13 0.13 -0.20 0.12
H -4.80291 -0.77144 -1.96102 -0.01 -0.24 0.14 0.10
H -4.53133 -0.15874 -3.56207 -0.09 -0.13 -0.18 0.11
H -2.58701 1.10417 -1.94250 0.39 0.21 -0.07 0.11
H -2.29435 -0.11196 -3.17901 0.30 -0.07 -0.11 0.11
H -2.82125 -0.53775 -0.21288 -0.14 0.00 0.23 0.10
H -2.81921 -1.85663 -1.39646 -0.22 -0.18 0.07 0.12
H -0.41877 -0.09862 -0.81541 0.11 0.15 0.14 0.10
H -0.53365 -1.34065 -2.02243 0.25 -0.16 -0.17 0.12
H 0.15088 -1.68699 0.72901 0.21 0.09 0.07 0.05
H -1.45958 -2.40857 0.51010 -0.51 -0.31 -0.39 0.01
H 0.76950 -3.13311 -1.39754 0.46 0.26 0.06 0.07
H -0.70277 -3.96765 -1.02325 -0.07 -0.03 -0.22 0.12
H 1.12853 -5.13777 0.07452 0.24 -0.11 -0.17 0.10
H -0.06522 -4.52201 1.17323 -0.22 -0.22 0.05 0.08
H 2.46098 -4.24761 1.77801 0.36 0.03 0.08 0.03
H 1.35663 -2.97363 2.17570 -0.06 0.23 0.18 0.01
H 1.90797 -0.97655 -0.18261 -0.16 -0.27 -0.73 -0.06
H 3.06563 -3.00162 -1.19835 0.06 -0.30 0.28 -0.11
H 4.77685 -3.14221 0.57268 -0.05 -0.27 -0.47 -0.12
H 3.95443 -1.85816 2.74391 0.16 0.09 0.55 -0.03
H 4.06180 -0.47493 -1.84112 0.22 -0.01 -0.36 0.01
H 5.54345 -1.07617 -1.08869 0.09 -0.46 -0.01 0.02
H 5.72474 1.15486 -0.69663 0.23 0.05 0.01 0.09
H 4.99339 0.70519 0.81177 -0.04 -0.05 0.26 0.09
H 4.12166 2.79421 -0.39346 0.17 0.17 0.04 0.11
H 3.45869 1.71182 -1.59976 0.05 0.15 -0.28 0.11
H 2.67690 0.95520 1.13343 -0.13 -0.17 0.18 0.09
H 1.68393 1.15339 -0.31855 -0.16 -0.27 0.04 0.08
Ag -2.18353 -2.52484 2.15457 0.25 -0.03 0.13 0.88
```
Positions in Å, forces in eV/Å.